The following is a quantum chemistry calculation of a 2-piece molecular cluster, CH3IS overall, from the OMol25 dataset.

Each line ends with the Löwdin charge.
Atoms and positions in Å:
C -0.0175 -0.1629 -0.3237  -1.28
S -0.9171 1.2719 0.0048  0.59
I 2.0265 -0.2099 0.1357  0.74
H -0.9102 -1.5396 0.3145  0.16
H -0.1110 -0.7565 -1.2263  -0.07
H -0.0707 1.3970 1.0951  -0.13

Summary:
energy above the lowest of the compared OMol25 structures with the same formula, charge and spin = 62.99 kcal/mol
charge = 0
strongest force on any atom = 5.198 eV/Å
frontier orbital gap = 8.4 eV